Formula: C31H63Br2CaCl4ILiN5O7PS2
Source: the Open Molecules 2025 dataset
Level of theory: the ωB97M-V functional and the def2-TZVPD basis

Element x y z (Å)
1 C -3.27206 0.79084 -0.96263
2 C -1.94709 1.11749 -0.70051
3 C -0.79697 0.85495 -1.68659
4 C 0.21227 -0.12800 -1.09079
5 C 1.40249 0.30345 -0.55783
6 C 1.78254 1.77673 -0.59392
7 C 1.69751 2.52272 0.76334
8 C 2.20805 3.99139 0.51752
9 C 1.18586 5.08448 0.93450
10 C -0.22358 4.82227 0.34718
11 N -1.01460 6.05601 0.26962
12 C 2.31887 -0.69157 0.05327
13 C 3.63702 -0.27041 0.72339
14 C 3.76599 -0.71679 2.21290
15 C 3.35986 0.37068 3.24130
16 I 4.90470 1.79461 3.65873
17 C 1.87554 -2.06677 -0.02677
18 P 2.93140 -3.43072 0.64887
19 C 4.69538 -3.24065 0.11689
20 C 2.34803 -4.93534 -0.30814
21 C 2.41902 -4.70732 -1.86847
22 N 0.77471 -2.48480 -0.55928
23 N -0.03689 -1.51919 -1.05584
24 S -1.49810 -2.10159 -1.70326
25 H -3.59401 -0.25435 -0.99057
26 H -3.97288 1.62279 -1.11882
27 H -1.69151 1.55394 0.27798
28 H -0.33712 1.83963 -1.83080
29 H -1.18000 0.54695 -2.66725
30 H 2.84637 1.81296 -0.89853
31 H 1.24234 2.35801 -1.35246
32 H 0.70302 2.50335 1.21708
33 H 2.46274 2.07271 1.41016
34 H 2.50545 4.13248 -0.53335
35 H 3.11371 4.16547 1.12453
36 H 1.19875 5.20050 2.02832
37 H 1.53307 6.03517 0.48903
38 H -0.07895 4.37683 -0.65915
39 H -0.70066 4.05498 0.97854
40 H -0.90291 6.49354 -0.63897
41 H -2.00422 5.83820 0.34388
42 H 3.73871 0.82146 0.63145
43 H 4.49561 -0.67029 0.16459
44 H 4.81485 -1.01967 2.37791
45 H 3.11772 -1.57436 2.46287
46 H 2.38843 0.82289 2.99704
47 H 3.18364 -0.17763 4.17956
48 H 5.31687 -2.95203 0.97518
49 H 5.05048 -4.24603 -0.18046
50 H 4.83450 -2.58932 -0.75260
51 H 3.00554 -5.80287 -0.07763
52 H 1.29211 -5.13862 -0.04957
53 H 2.74889 -3.68483 -2.09039
54 H 1.42729 -4.81624 -2.33458
55 H 3.08574 -5.43349 -2.35851
56 H -1.45969 -1.88798 -3.05159
57 C -2.32263 3.47141 -5.06171
58 C -1.02367 2.63198 -5.01179
59 O -0.32789 2.81116 -4.03921
60 O -0.85489 1.84424 -6.02724
61 H -2.41383 4.10766 -4.19024
62 H -2.32150 4.10198 -5.96098
63 H -3.20166 2.81589 -5.08803
64 C 0.54135 -4.84447 -5.34030
65 O -0.45423 -5.40859 -4.49185
66 H 0.76454 -5.55960 -6.12827
67 H 0.17441 -3.91816 -5.79043
68 H 1.45301 -4.64086 -4.77215
69 H -0.64110 -4.76650 -3.80153
70 Cl 1.08669 -0.43066 6.22187
71 C -0.58340 -0.30330 5.61531
72 C -0.63080 -0.10025 4.12224
73 Cl -0.00944 1.49445 3.62726
74 H -1.07417 0.50783 6.14867
75 H -1.08639 -1.23471 5.87367
76 H -1.66213 -0.15716 3.77553
77 H -0.05159 -0.86021 3.59961
78 Li 1.32584 -6.81124 0.93979
79 O 4.11370 -3.36082 9.20467
80 C 3.04598 -3.98953 9.21631
81 C 2.40157 -3.95164 7.56347
82 O 1.31553 -4.56544 7.53731
83 H 2.20814 -3.60207 9.82458
84 H 3.06927 -5.06978 9.45291
85 H 3.21914 -4.34632 6.93279
86 H 2.38708 -2.88436 7.28358
87 Br -5.09051 6.38427 -6.59125
88 C -4.97647 6.19601 -8.52475
89 C -4.57474 4.79898 -8.90980
90 Br -2.66194 4.51162 -8.61950
91 H -4.28199 6.95281 -8.87770
92 H -5.97418 6.42109 -8.89595
93 H -4.72974 4.63049 -9.97376
94 H -5.10217 4.03545 -8.34515
95 Ca -2.83361 1.68037 -6.53713
96 C -1.91905 -6.86397 9.06323
97 O -2.99030 -7.37387 9.33695
98 N -1.79283 -5.54963 8.71757
99 N -0.74370 -7.56445 9.07705
100 H -0.91591 -5.11645 8.48943
101 H -2.63078 -4.99936 8.69467
102 H -0.79205 -8.53465 9.32672
103 H 0.14660 -7.16014 8.85368
104 C -7.42242 2.88621 -2.20456
105 S -6.79413 3.75076 -3.64708
106 O -5.66418 2.93729 -4.19181
107 C -6.07253 5.13016 -2.75036
108 H -7.88598 1.95937 -2.53750
109 H -6.60321 2.65875 -1.52157
110 H -8.16830 3.50585 -1.70703
111 H -5.33797 4.76179 -2.03312
112 H -6.86028 5.67995 -2.23568
113 H -5.58293 5.78686 -3.46772
114 C 5.81878 -0.78451 -2.75925
115 Cl 6.16381 0.00601 -4.30294
116 Cl 4.16680 -0.46045 -2.20779
117 H 5.94283 -1.85595 -2.88135
118 H 6.51449 -0.41283 -2.01324

Values from the calculation:
Calculated total energy = -302811.4108 eV
2S+1 = 1
Frontier orbital gap = 1.437 eV
Highest occupied orbital energy = -5.61 eV
E_LUMO = -0.1535 Ha
Total charge = +1
Maximum force = 6.561 eV/A

Mulliken population analysis, charges in e, atoms 1 to 99: -1.09, -0.05, -0.05, -0.20, 1.53, -1.94, 2.88, -1.13, -0.77, 0.12, -0.71, -0.12, -0.95, -0.55, -0.68, 0.00, -0.12, 0.00, -0.62, -1.09, -0.98, -0.85, 0.42, -0.36, 0.26, 0.24, 0.32, -0.31, 0.49, 0.63, 0.65, -0.59, -1.29, 0.39, 0.31, 0.21, 0.31, 0.06, 0.25, 0.27, 0.26, 0.35, 0.23, 0.36, 0.19, 0.03, 0.41, 0.31, 0.50, -0.22, 1.00, 0.28, 0.27, 0.09, 0.37, 0.05, -0.95, 1.27, -0.51, -0.97, 0.31, 0.32, 0.02, -0.41, -0.50, 0.25, 0.22, 0.15, 0.29, -0.17, -0.48, -0.45, -0.16, 0.35, 0.31, 0.44, 0.19, 0.81, -0.38, -0.11, 0.11, -0.45, 0.26, 0.26, 0.28, 0.00, -0.11, -0.62, -0.50, -0.15, 0.40, 0.36, 0.37, 0.35, 1.14, 0.57, -0.64, -0.31, -0.32



Formula: C31H63CsN10O2PS
Source: the Open Molecules 2025 dataset
Level of theory: the ωB97M-V functional and the def2-TZVPD basis

Element x y z (Å)
1 Cs -1.09596 -0.83161 -0.90982
2 C -2.19562 -4.75958 -5.77876
3 N -2.19781 -3.87343 -4.63184
4 C -2.80282 -4.18509 -3.34578
5 C -2.40472 -2.95222 -2.52719
6 O -2.71371 -2.74117 -1.36903
7 N -1.62869 -2.13460 -3.30406
8 C -1.52709 -2.71916 -4.49373
9 N -0.80997 -2.16868 -5.48104
10 H -3.11789 -5.33507 -5.78125
11 H -1.35366 -5.45454 -5.76338
12 H -2.17043 -4.18424 -6.70342
13 H -2.38807 -5.09084 -2.89802
14 H -3.88672 -4.28627 -3.41126
15 H -0.29382 -1.33312 -5.25663
16 H -0.60248 -2.66287 -6.32876
17 O 0.37932 0.86326 -1.76493
18 P 1.59550 1.19424 -2.56193
19 N 1.23523 1.33605 -4.17210
20 C 0.09806 2.24798 -4.48346
21 C 0.44363 2.84765 -5.84950
22 C 1.97011 2.77053 -5.91924
23 C 2.27485 1.45097 -5.22105
24 N 2.28648 2.55085 -1.94953
25 C 1.88435 3.11393 -0.63843
26 C 3.06115 4.01997 -0.26635
27 C 3.64920 4.42357 -1.61998
28 C 3.55608 3.12696 -2.41372
29 N 2.80511 0.05902 -2.56632
30 C 3.38218 -0.25090 -1.23511
31 C 4.25422 -1.49653 -1.47866
32 C 3.82336 -2.02995 -2.86281
33 C 2.55387 -1.24948 -3.19491
34 H 0.01177 3.02899 -3.72247
35 H -0.84265 1.69945 -4.49805
36 H 0.06872 3.86467 -5.94522
37 H -0.00013 2.25380 -6.65145
38 H 2.41920 3.60820 -5.37998
39 H 2.34780 2.78725 -6.94076
40 H 3.27353 1.39673 -4.79163
41 H 2.17928 0.62550 -5.93298
42 H 1.70927 2.32800 0.09702
43 H 0.95742 3.68215 -0.73570
44 H 3.80639 3.45829 0.30341
45 H 2.74737 4.87095 0.33625
46 H 4.66717 4.80474 -1.55730
47 H 3.02238 5.18686 -2.08704
48 H 4.40191 2.46992 -2.17848
49 H 3.55086 3.28931 -3.49226
50 H 2.59111 -0.48992 -0.51449
51 H 3.94616 0.60142 -0.85625
52 H 4.08918 -2.23021 -0.69114
53 H 5.31250 -1.24250 -1.47484
54 H 3.65487 -3.10588 -2.86796
55 H 4.58722 -1.80620 -3.60736
56 H 1.67536 -1.73739 -2.75040
57 H 2.38307 -1.14205 -4.26503
58 C -3.10858 1.00293 2.12682
59 C -4.36840 1.55222 2.85815
60 N -5.55187 1.37707 2.01390
61 C -5.74022 -0.05171 1.74325
62 C -4.47503 -0.63414 1.04935
63 N -3.49285 0.43518 0.83101
64 C -4.10358 1.48730 0.01097
65 C -5.34221 2.07925 0.74550
66 H -2.61527 0.21787 2.70667
67 H -2.37426 1.79270 1.94714
68 H -4.26405 2.61405 3.08737
69 H -4.54166 1.02808 3.79985
70 H -6.62536 -0.16447 1.11560
71 H -5.94295 -0.55599 2.68942
72 H -4.71298 -1.08366 0.08323
73 H -4.00261 -1.40909 1.65783
74 H -4.38456 1.04841 -0.94958
75 H -3.34895 2.25406 -0.18038
76 H -6.24649 1.97811 0.14413
77 H -5.20709 3.14028 0.96047
78 C 0.94755 2.26215 6.72914
79 C 2.25537 1.94423 6.00471
80 C 2.12903 0.81331 4.98613
81 C 1.22536 1.17200 3.80930
82 N 1.16133 0.14672 2.77540
83 C 0.44238 -0.99959 2.82982
84 S 0.60271 -2.15961 1.60947
85 N -0.37989 -1.12475 3.88166
86 C -1.24806 -2.26329 4.15956
87 C -1.08366 -2.71908 5.60355
88 C 0.31485 -3.25216 5.91674
89 C 0.62826 -4.57019 5.21200
90 H 1.10184 3.01210 7.50538
91 H 0.54338 1.36684 7.21137
92 H 0.18613 2.65374 6.05033
93 H 3.01438 1.66651 6.73827
94 H 2.62800 2.84319 5.50218
95 H 1.74778 -0.08494 5.48518
96 H 3.11334 0.55180 4.59001
97 H 1.58890 2.08516 3.33590
98 H 0.21121 1.39822 4.14398
99 H 1.85859 0.14822 2.05083
100 H -0.34263 -0.41674 4.59577
101 H -0.97780 -3.05069 3.46292
102 H -2.28714 -1.99211 3.95917
103 H -1.82617 -3.49927 5.79370
104 H -1.33100 -1.88962 6.27616
105 H 0.40757 -3.38082 6.99702
106 H 1.06191 -2.50455 5.63045
107 H -0.10257 -5.33701 5.48144
108 H 1.61626 -4.93808 5.49269
109 H 0.61879 -4.45780 4.12516

Values from the calculation:
Calculated total energy = -72837.0467 eV
2S+1 = 1
Frontier orbital gap = 7.614 eV
Energy relative to the best compared isomer or geometry (same formula, charge and spin) = 0.246 eV
Highest occupied orbital energy = -9.56 eV
E_LUMO = -0.0717 Ha
Total charge = +1
Maximum force = 2.828 eV/A

Mulliken population analysis, charges in e, atoms 1 to 99: 1.04, -1.06, 0.13, -0.54, 0.35, -0.69, -0.38, 0.34, -0.34, 0.34, 0.31, 0.40, 0.33, 0.35, 0.11, 0.21, -0.43, -1.18, 0.76, -0.59, -0.66, -0.63, -0.79, 0.50, -0.36, -0.71, -0.78, -0.21, 0.31, -0.09, -0.71, -0.72, -0.14, 0.32, 0.21, 0.38, 0.29, 0.20, 0.45, 0.39, 0.42, 0.12, 0.30, 0.28, 0.42, 0.38, 0.31, 0.29, -0.01, -0.18, 0.35, 0.36, 0.29, 0.37, 0.29, -0.05, 0.21, 0.41, -0.92, -0.19, -0.77, -0.40, 0.02, -0.53, -0.75, -0.68, 0.48, 0.30, 0.40, 0.32, 0.30, 0.35, 0.30, 0.37, 0.38, 0.32, 0.29, -1.08, -0.64, 0.33, -1.22, 0.01, 0.35, -0.41, 0.27, -0.83, -0.99, 0.08, -1.28, 0.39, 0.26, 0.27, 0.35, 0.33, -0.21, 0.35, 0.49, 0.27, 0.12



Q: highest occupied orbital energy of number 1 (C31H63Br2CaCl4ILiN5O7PS2)?
A: -5.61 eV



Q: Which value of 2S+1 does entry 2 give?
A: 1